[1]
The following is a quantum chemistry calculation of an isolated ion of composition C4H6NO and charge +1 in a non-equilibrium geometry, from OMol25.

## Properties
ΔE to the lowest compared entry with this formula, charge and spin   3.046 eV
Kohn-Sham gap   9.60 eV
SMILES   Cc1c(=O)[n+]1C

ORCA input file:
```
! wB97M-V def2-TZVPD RIJCOSX def2/J DEFGRID3
* xyz 1 1
C 0.124 1.824 0.229
C -0.823 0.738 0.004
C -1.998 0.147 -0.546
O -3.159 0.086 -1.191
N -1.086 -0.538 0.282
C -0.643 -1.632 0.963
H 1.049 1.575 0.730
H -0.351 2.639 0.787
H 0.349 2.371 -0.687
H -1.318 -2.482 0.709
H -0.595 -1.416 1.982
H 0.380 -1.707 0.702
*
```

=====

[2]
The following is a quantum chemistry calculation of an isolated ion of composition C4H6NO and charge +1 in a non-equilibrium geometry, from OMol25.

## Properties
ΔE to the lowest compared entry with this formula, charge and spin   2.468 eV
Kohn-Sham gap   10.04 eV
SMILES   C=C[NH2+]C=C=O

ORCA input file:
```
! wB97M-V def2-TZVPD RIJCOSX def2/J DEFGRID3
* xyz 1 1
C -1.944 0.882 0.095
C -0.940 0.204 -0.434
N 0.087 -0.379 0.371
C 1.450 -0.746 -0.152
C 2.503 -0.023 -0.072
O 3.505 0.518 -0.068
H -2.188 1.112 1.022
H -2.768 1.133 -0.538
H -0.945 0.180 -1.484
H -0.452 -1.341 0.692
H 0.119 0.215 1.214
H 1.573 -1.755 -0.646
*
```